Version A
Here is a 2-piece molecular cluster, C5H14 overall from the OMol25 dataset. Energies are from ωB97M-V/def2-TZVPD.

Positions of all 19 atoms, in Å:
C 1.40065 0.66718 -1.16612
C 0.90856 -0.67919 -0.71818
C 2.77409 0.66261 -1.87218
H 0.66236 1.19930 -1.76672
H 1.63631 1.31711 -0.31407
H 1.14480 -1.41635 -1.50120
H 2.70401 0.32331 -2.90897
H 3.11042 1.69894 -1.92644
H -0.14697 -0.90252 -0.57249
H 1.39239 -0.97073 0.21756
H 3.53145 0.06891 -1.36661
C -3.04402 -0.67362 1.49714
C -1.88938 0.11475 2.11347
H -2.76250 -1.71566 1.40812
H -3.93569 -0.52695 2.10206
H -3.31716 -0.25786 0.52171
H -1.54706 -0.50593 2.96004
H -0.97784 0.19250 1.51964
H -2.06449 1.07091 2.59655

Computed properties:
frontier orbital gap: 12.3262 eV
SMILES string: CCC.CC
molar mass: 74.2 g mol⁻¹
net charge: 0

Version B
Here is a 2-piece molecular cluster, C5H14 overall from the OMol25 dataset. Energies are from ωB97M-V/def2-TZVPD.

Positions of all 19 atoms, in Å:
C -1.16637 0.50590 2.53962
C 0.13152 -0.04790 3.16982
H -1.33595 0.11455 1.54404
H -1.89840 0.35942 3.32416
H -1.11678 1.59289 2.41437
H -0.06815 -1.03016 3.59811
H 0.84354 -0.33255 2.38498
H 0.61834 0.60518 3.88596
C 0.79609 -0.15408 -1.63706
C -0.66185 -0.54171 -1.41994
C 1.07168 0.20066 -3.07944
H 1.05619 0.62441 -0.92053
H 1.43018 -0.98627 -1.30736
H -1.01806 -1.26649 -2.13989
H 1.04719 -0.66734 -3.73545
H 0.40598 0.99803 -3.40781
H -1.31551 0.31208 -1.53764
H -0.84881 -1.00085 -0.44683
H 2.02915 0.71426 -3.22913

Computed properties:
frontier orbital gap: 12.5694 eV
SMILES string: CCC.CC
molar mass: 74.2 g mol⁻¹
net charge: 0

Version C
Here is a 2-piece molecular cluster, C5H14 overall from the OMol25 dataset. Energies are from ωB97M-V/def2-TZVPD.

Positions of all 19 atoms, in Å:
C -2.16222 0.34060 -0.84959
C -1.31815 -0.68438 -0.18671
C -1.30681 1.44216 -1.57786
H -2.78045 -0.09046 -1.65942
H -2.87674 0.75598 -0.15822
H -0.69935 0.07285 0.39656
H -1.59715 2.54077 -1.26734
H -0.23455 1.26077 -1.54886
H -1.75060 1.50008 -2.49064
H -2.07703 -1.37213 0.19632
H -0.76197 -1.28107 -0.92666
C 2.88966 -1.00754 1.03694
C 1.70620 -0.14277 1.50795
H 3.52586 -0.60090 0.15267
H 3.58305 -0.73355 1.84962
H 2.55704 -1.98202 0.89441
H 1.00394 -0.47721 2.31803
H 1.04440 -0.00624 0.66407
H 2.21147 0.72478 1.99505

Computed properties:
frontier orbital gap: 11.7553 eV
SMILES string: CCC.CC
molar mass: 74.2 g mol⁻¹
net charge: 0

Version D
Here is a 2-piece molecular cluster, C5H14 overall from the OMol25 dataset. Energies are from ωB97M-V/def2-TZVPD.

Positions of all 19 atoms, in Å:
C 1.11703 -1.63765 0.31282
C 2.01013 -1.37812 1.57343
H 1.41822 -0.76598 -0.28114
H 1.30545 -2.53856 -0.15000
H 0.08497 -1.53425 0.65912
H 3.01381 -1.64684 1.23723
H 1.76487 -2.00878 2.42032
H 1.94200 -0.34646 1.87322
C -0.70514 0.82484 -0.16452
C -0.96024 0.08816 -1.49006
C -1.54792 2.16523 -0.25117
H -0.99466 0.18294 0.64675
H 0.30408 1.10773 -0.06140
H -1.89793 -0.49990 -1.44605
H -1.22341 2.88994 0.46504
H -1.45312 2.67751 -1.22731
H -0.09091 -0.61152 -1.67265
H -1.06087 0.79528 -2.30858
H -2.59560 1.92409 -0.03758

Computed properties:
frontier orbital gap: 12.2473 eV
SMILES string: CCC.CC
molar mass: 74.2 g mol⁻¹
net charge: 0

We find version B to be the most stable, with the next structure 0.0037 hartree higher.

Version A
Here is a 2-piece molecular cluster, C5H14 overall from the OMol25 dataset. Energies are from ωB97M-V/def2-TZVPD.

Positions of all 19 atoms, in Å:
C 0.89258 -0.31285 2.23671
C -0.47049 0.12508 2.78299
H 1.12269 0.23848 1.33160
H 1.70176 -0.33152 2.96123
H 0.83374 -1.31387 1.78370
H -1.26113 -0.15273 2.08842
H -0.38713 1.19897 2.96111
H -0.69262 -0.35158 3.73717
C -0.56005 0.43741 -2.16706
C -0.67737 -1.04967 -1.93640
C 0.66327 1.00291 -1.43634
H -0.39465 0.55568 -3.23621
H -1.48182 0.95293 -1.90551
H -1.54388 -1.58548 -2.32783
H 0.84922 2.04997 -1.67769
H 0.47177 1.02919 -0.37067
H -0.72940 -1.20006 -0.84250
H 0.16470 -1.63697 -2.31474
H 1.49883 0.34414 -1.66799

Computed properties:
frontier orbital gap: 12.4081 eV
SMILES string: CCC.CC
molar mass: 74.2 g mol⁻¹
net charge: 0

Version B
Here is a 2-piece molecular cluster, C5H14 overall from the OMol25 dataset. Energies are from ωB97M-V/def2-TZVPD.

Positions of all 19 atoms, in Å:
C -2.01392 -0.92782 2.49145
C -0.57324 -1.38392 2.24477
H -2.69653 -1.69090 2.11108
H -2.19748 -0.73788 3.55054
H -2.24967 -0.05693 1.88317
H 0.10605 -0.56988 2.53003
H -0.39222 -1.56396 1.18992
H -0.34054 -2.21400 2.90968
C 0.78771 0.23369 -1.73328
C 1.93494 0.96346 -2.42407
C -0.03417 1.13408 -0.80864
H 0.19225 -0.32897 -2.45032
H 1.28342 -0.52661 -1.12868
H 2.58919 1.40655 -1.66067
H -1.08597 1.19382 -1.10163
H 0.01257 0.84900 0.23935
H 0.25311 2.17648 -0.91986
H 2.52864 0.27243 -3.01795
H 1.61429 1.76246 -3.09288

Computed properties:
frontier orbital gap: 12.5039 eV
SMILES string: CCC.CC
molar mass: 74.2 g mol⁻¹
net charge: 0

Version C
Here is a 2-piece molecular cluster, C5H14 overall from the OMol25 dataset. Energies are from ωB97M-V/def2-TZVPD.

Positions of all 19 atoms, in Å:
C -1.13993 0.13203 0.43411
C -0.64786 -0.37744 1.79318
C -2.65304 0.01265 0.22725
H -1.03127 1.20394 0.51271
H -0.55054 -0.18167 -0.43524
H 0.07453 -1.15843 1.58784
H -2.91697 -0.99277 -0.16036
H -3.06479 0.19150 1.21861
H -3.13723 0.72618 -0.52242
H -0.07011 0.22521 2.56678
H -1.39236 -0.80677 2.46984
C 1.98453 -0.39064 -1.76754
C 2.19444 0.60311 -0.65548
H 1.01808 -0.26954 -2.28573
H 2.85030 -0.32933 -2.46041
H 1.82610 -1.39540 -1.36556
H 3.07107 0.53980 0.00344
H 1.38163 0.71183 0.03844
H 2.20341 1.55572 -1.19949

Computed properties:
frontier orbital gap: 11.9196 eV
SMILES string: CCC.CC
molar mass: 74.2 g mol⁻¹
net charge: 0

We find version B to be the most stable, with the next structure 0.0021 hartree higher.

Version A
Here is C3H7NO4S in the gas phase from the OMol25 dataset. Energies are from ωB97M-V/def2-TZVPD.

Positions of all 16 atoms, in Å:
C 0.38040 0.09258 1.07750
C -0.93117 -0.45576 0.45678
C 1.67508 -0.31872 0.41161
H 0.24407 -1.23164 2.73305
H 0.13391 0.39923 3.26792
H 0.31101 1.17261 1.01698
H -0.98355 -1.60379 0.56921
H -1.91674 0.05639 0.87144
H -1.38580 2.12025 -1.94221
H 2.40950 -0.00057 2.20695
N 0.44413 -0.31219 2.53797
O -0.92180 1.56546 -1.10150
O -2.59006 -0.15600 -1.47226
O 2.77597 -0.23267 1.27672
O 1.93201 -0.44912 -0.77225
S -1.13976 -0.02856 -1.35063

Computed properties:
frontier orbital gap: 9.6742 eV
molar mass: 153.2 g mol⁻¹
net charge: 0

Version B
Here is C3H7NO4S in the gas phase from the OMol25 dataset. Energies are from ωB97M-V/def2-TZVPD.

Positions of all 16 atoms, in Å:
C 0.32419 -0.30815 0.24130
C -0.86019 -0.55329 -0.66623
C 1.00208 1.08699 0.20643
H 1.11007 -2.20119 0.72129
H 1.65437 -1.44471 -0.80091
H -0.14068 -0.38821 1.18799
H -0.74114 -0.23464 -1.85585
H -0.93838 -1.68779 -0.69056
H -1.08252 2.02799 -0.07085
H 2.52623 0.07630 -0.06171
N 1.45005 -1.29703 0.21702
O -2.05832 1.79835 -0.32471
O -2.42589 -0.30540 1.33039
O 2.39895 1.10998 0.10328
O 0.28301 2.13657 0.55049
S -2.50182 0.18422 -0.08739

Computed properties:
frontier orbital gap: 9.8203 eV
molar mass: 153.2 g mol⁻¹
net charge: 0

We find version A to be the most stable, with the next structure 0.0136 hartree higher.

Version A
Here is a 2-piece molecular cluster, C3H6OS2 overall from the OMol25 dataset. Energies are from ωB97M-V/def2-TZVPD.

Positions of all 12 atoms, in Å:
C 1.51983 -0.10121 0.20589
C 0.77461 -1.04926 -0.76869
C 0.54620 0.50258 -0.85381
O -0.36977 1.22101 -0.23918
S -2.63968 -0.20333 1.90674
S -2.58256 0.27470 -0.06208
H 1.09115 0.11128 1.15844
H 2.55852 0.08011 0.02499
H 1.40174 -1.30579 -1.55250
H -0.16737 -1.50654 -0.30669
H 1.02060 0.89849 -1.82420
H -3.15328 1.07797 2.31109

Computed properties:
frontier orbital gap (spin up / spin down): 6.2831 / 6.2837 eV
molar mass: 122.2 g mol⁻¹
net charge: 0

Version B
Here is C3H6OS2 in the gas phase from the OMol25 dataset. Energies are from ωB97M-V/def2-TZVPD.

Positions of all 12 atoms, in Å:
C 0.66216 0.31506 1.23416
C 0.11134 0.38985 -1.34497
C -0.22117 -0.05027 0.07299
O 1.59336 1.06649 1.11295
S -0.09754 -2.10755 0.28494
S -1.98022 0.39278 0.42975
H 0.45732 -0.11293 2.28547
H -0.49367 -0.48315 -1.77408
H -0.30803 1.44429 -1.57318
H 1.13933 0.44565 -1.59023
H 0.78040 -2.22261 -0.72678
H -1.64328 0.92239 1.58897

Computed properties:
frontier orbital gap: 9.7881 eV
SMILES string: CC(S)(S)C=O
molar mass: 122.2 g mol⁻¹
net charge: 0

We find version B to be the most stable, with the next structure 0.1038 hartree higher.

Version A
Here is C3H6OS2 in the gas phase from the OMol25 dataset. Energies are from ωB97M-V/def2-TZVPD.

Positions of all 12 atoms, in Å:
C -0.80476 -1.40486 0.10925
C 1.18449 -0.52128 0.96446
C -0.57704 1.29445 0.00660
H -1.24190 -1.27483 1.12453
H -1.16619 -2.32643 -0.36196
H 0.69011 -0.40551 1.92830
H 2.22934 -0.82632 1.11466
H -0.75675 2.24034 -0.50866
H -1.03493 1.35551 1.01848
O 0.58363 -1.53308 0.19842
S 1.22500 1.10952 0.16904
S -1.36280 -0.02876 -0.94308

Computed properties:
frontier orbital gap: 9.7114 eV
SMILES string: C1OCSCS1
molar mass: 122.2 g mol⁻¹
net charge: 0

Version B
Here is a 2-piece molecular cluster, C3H6OS2 overall from the OMol25 dataset. Energies are from ωB97M-V/def2-TZVPD.

Positions of all 12 atoms, in Å:
C 1.26455 0.11666 0.41255
C 0.22034 1.14817 0.65951
C -0.21767 -0.23157 0.52350
O -2.39735 -1.33724 -0.66416
S -1.13693 0.65872 -2.41369
S -1.11272 -0.72087 -1.02517
H 1.72685 0.04368 -0.56535
H 1.77330 -0.38518 1.23917
H 0.11768 1.63197 1.63514
H 0.18755 1.98745 -0.13383
H -0.46681 -0.74866 1.41256
H 0.04120 -2.16313 -1.08024

Computed properties:
frontier orbital gap: 8.6420 eV
molar mass: 122.2 g mol⁻¹
net charge: 0

We find version A to be the most stable, with the next structure 0.1318 hartree higher.

Version A
Here is C3H6OS2 in the gas phase from the OMol25 dataset. Energies are from ωB97M-V/def2-TZVPD.

Positions of all 12 atoms, in Å:
C 0.57733 -1.47492 0.05470
C 0.93673 0.54720 0.28878
C -0.34892 -0.31761 -0.17885
O 1.66502 -0.64013 0.37946
S -1.54021 -0.29252 1.31233
S -1.11729 -0.10080 -1.80069
H 0.39129 -2.15816 0.89146
H 0.58473 -2.21899 -0.69604
H 1.29280 1.20169 -0.52848
H 0.90027 0.93374 1.24013
H -1.63424 1.10767 1.48148
H -1.17256 1.22999 -1.76368

Computed properties:
frontier orbital gap: 9.6525 eV
SMILES string: SC1(S)COC1
molar mass: 122.2 g mol⁻¹
net charge: 0

Version B
Here is C3H6OS2 in the gas phase from the OMol25 dataset. Energies are from ωB97M-V/def2-TZVPD.

Positions of all 12 atoms, in Å:
C -0.56428 0.05820 2.27361
C 0.51077 -0.28604 -0.30150
C 0.51097 0.08377 -1.74057
H -0.76324 -1.04510 2.27333
H -1.33204 0.63462 2.80098
H 0.39721 0.22144 2.76535
H 0.77891 -0.79418 -2.35036
H 1.36302 0.74595 -1.89308
H -1.22469 0.23403 -2.60018
O -0.58882 0.82240 -2.15452
S -0.67000 0.68341 0.59121
S 1.58219 -1.35849 0.33573

Computed properties:
frontier orbital gap: 8.6072 eV
SMILES string: CSC(=S)CO
molar mass: 122.2 g mol⁻¹
net charge: 0

Version C
Here is C3H6OS2 as an isolated structure from the OMol25 dataset. Energies are from ωB97M-V/def2-TZVPD.

Positions of all 12 atoms, in Å:
C -0.53143 -1.04721 1.98095
C -0.16967 0.34864 0.23451
C 0.65010 0.78637 -0.97934
H -0.08697 -1.64743 2.71817
H -0.96301 -0.03615 2.33450
H -1.45868 -1.65416 1.45707
H 1.31836 1.78917 -0.76434
H -0.43424 1.16522 -1.82559
H 2.87727 -0.83075 -0.65107
O 0.44305 -0.67391 0.98544
S -1.56921 1.20193 0.58097
S 1.28851 -0.82202 -1.74153

Computed properties:
frontier orbital gap: 8.0870 eV
molar mass: 122.2 g mol⁻¹
net charge: 0

We find version B to be the most stable, with the next structure 0.0614 hartree higher.